DFT (wB97M-V/def2-TZVPD) results for C10H14Cl3FeN2OTe4 as an isolated structure.

Results
HOMO-LUMO gap (spin up / spin down) = 0.232 / 0.231 Eh
charge = -1
HOMO energy (spin up / spin down) = -4.0 / -4.0 eV
2S+1 = 5
⟨S²⟩ = 6.012
DFT total energy = -4290.73827 Ha

Cartesian coordinates (Å):
Fe (0.01, -1.73, -1.58)
Cl (4.86, 3.56, -3.20)
C (3.59, 2.56, -2.55)
C (3.76, 1.18, -2.53)
C (2.73, 0.41, -2.02)
Cl (2.87, -1.32, -1.98)
C (1.52, 0.93, -1.50)
O (0.60, 0.20, -0.99)
C (1.43, 2.34, -1.56)
Cl (-0.02, 3.08, -0.96)
C (2.43, 3.14, -2.07)
H (4.66, 0.72, -2.91)
H (2.31, 4.22, -2.10)
Te (-1.67, -0.48, -3.32)
Te (-2.79, -2.74, -4.37)
Te (-2.45, -4.17, -2.14)
Te (0.26, -4.41, -2.02)
C (-0.35, 0.66, 2.34)
C (-1.54, -0.29, 2.16)
C (-2.83, 0.51, 2.14)
C (-1.57, -1.31, 3.30)
N (-1.53, -1.02, 0.88)
N (-0.35, -1.78, 0.60)
H (-0.48, 1.25, 3.24)
H (-0.26, 1.33, 1.49)
H (0.60, 0.12, 2.44)
H (-2.97, 1.05, 3.08)
H (-3.69, -0.16, 1.99)
H (-2.82, 1.24, 1.33)
H (-1.65, -0.81, 4.26)
H (-0.65, -1.91, 3.32)
H (-2.42, -1.99, 3.18)
H (-1.63, -0.36, 0.11)
H (-0.45, -2.71, 0.99)
H (0.48, -1.33, 0.97)


DFT (wB97M-V/def2-TZVPD) results for C30H27BN5O10S3Tl as an isolated structure at a distorted geometry.

Results
HOMO-LUMO gap = 0.198 Eh
charge = -2
HOMO energy = -1.7 eV
DFT total energy = -3577.74972 Ha

Cartesian coordinates (Å):
Tl (-0.39, 0.36, -0.28)
O (3.93, -0.21, -1.63)
C (2.79, 0.08, -0.93)
O (2.19, 1.15, -1.06)
C (2.81, -0.61, 0.42)
C (3.99, -0.90, 1.11)
C (3.90, -1.64, 2.28)
C (2.66, -2.06, 2.72)
C (1.52, -1.66, 2.01)
N (1.63, -0.93, 0.91)
C (0.13, -2.05, 2.31)
O (-0.08, -2.73, 3.47)
O (-0.79, -1.85, 1.55)
H (3.70, -0.26, -2.57)
H (4.94, -0.57, 0.71)
H (4.79, -1.90, 2.82)
H (2.60, -2.71, 3.59)
H (0.72, -2.73, 4.00)
C (-3.07, 1.90, -2.99)
N (-3.06, 2.43, -1.66)
C (-3.98, 2.19, -0.66)
C (-3.51, 2.79, 0.45)
N (-2.33, 3.42, 0.16)
B (-1.57, 4.31, 1.17)
N (-0.05, 4.06, 1.07)
C (0.83, 4.93, 0.50)
C (2.09, 4.50, 0.74)
N (1.99, 3.34, 1.45)
C (3.08, 2.56, 1.95)
C (0.67, 3.06, 1.62)
S (0.13, 1.71, 2.48)
C (-2.06, 3.19, -1.14)
S (-0.80, 3.78, -2.08)
H (-3.80, 1.10, -3.06)
H (-2.07, 1.51, -3.22)
H (-3.30, 2.68, -3.72)
H (-4.85, 1.59, -0.82)
H (-3.92, 2.85, 1.43)
H (-1.76, 5.46, 0.89)
H (-1.93, 4.02, 2.27)
H (0.48, 5.78, -0.03)
H (3.05, 4.90, 0.45)
H (3.82, 2.41, 1.17)
H (2.67, 1.59, 2.26)
H (3.54, 3.05, 2.82)
O (2.51, -1.50, -3.61)
C (1.62, -1.65, -2.77)
O (1.60, -1.15, -1.60)
C (0.41, -2.51, -3.06)
C (-0.43, -2.83, -2.00)
C (-1.56, -3.62, -2.17)
C (-1.82, -4.08, -3.44)
O (-2.83, -4.91, -3.86)
C (-2.68, -5.01, -5.26)
O (-1.48, -4.36, -5.65)
C (-0.99, -3.76, -4.51)
C (0.14, -2.99, -4.35)
H (-0.20, -2.45, -1.02)
H (-2.21, -3.86, -1.34)
H (-3.55, -4.55, -5.76)
H (-2.63, -6.07, -5.55)
H (0.80, -2.76, -5.17)
O (-7.48, -4.54, -4.77)
C (-6.25, -3.94, -4.96)
O (-5.71, -4.11, -6.05)
C (-5.71, -3.18, -3.86)
C (-4.55, -2.41, -4.08)
C (-3.94, -1.73, -3.07)
C (-4.45, -1.76, -1.75)
S (-3.68, -0.98, -0.46)
C (-5.65, -2.49, -1.55)
C (-6.25, -3.18, -2.56)
H (-7.83, -4.31, -3.90)
H (-4.15, -2.37, -5.08)
H (-3.02, -1.19, -3.25)
H (-6.05, -2.53, -0.55)
H (-7.15, -3.75, -2.33)


DFT (wB97M-V/def2-TZVPD) results for C3H7OTl as an isolated structure at a distorted geometry.

Results
HOMO-LUMO gap = 0.214 Eh
charge = +2
HOMO energy = -21.2 eV
DFT total energy = -365.31052 Ha

Cartesian coordinates (Å):
Tl (1.05, -2.94, 1.26)
C (-0.80, -0.65, -0.52)
C (0.46, 0.13, -0.17)
C (0.21, 1.50, 0.36)
O (1.18, -0.68, 0.71)
H (-1.31, -0.90, 0.37)
H (-0.61, -1.61, -0.97)
H (-1.49, -0.26, -1.28)
H (1.17, 0.20, -1.07)
H (-0.47, 1.91, -0.40)
H (1.08, 2.06, 0.55)
H (-0.47, 1.25, 1.17)


DFT (wB97M-V/def2-TZVPD) results for one molecule with the formula C3H2N2O2S.

Results
HOMO-LUMO gap = 0.347 Eh
HOMO energy = -10.1 eV
DFT total energy = -773.59660 Ha
SMILES string = O=Cc1nonc1S

Cartesian coordinates (Å):
C (0.74, 0.16, 0.00)
C (-0.69, 0.06, 0.00)
C (-1.55, -1.16, 0.01)
H (2.98, -0.34, 0.01)
H (-0.99, -2.13, -0.01)
N (1.07, 1.42, 0.00)
N (-1.17, 1.27, 0.00)
O (-0.11, 2.09, 0.00)
O (-2.74, -1.12, 0.00)
S (1.90, -1.16, 0.00)


DFT (wB97M-V/def2-TZVPD) results for C20H18HfN6O3 as an isolated structure at a distorted geometry.

Results
HOMO-LUMO gap = 0.249 Eh
charge = +2
HOMO energy = -13.6 eV
DFT total energy = -1374.90297 Ha

Cartesian coordinates (Å):
Hf (-0.03, 0.29, -0.15)
O (-4.08, -0.07, 0.65)
C (-2.98, 0.20, 0.25)
N (-1.80, -0.54, 0.42)
C (-1.69, -1.66, 1.33)
C (-2.75, -2.44, 1.75)
C (-2.52, -3.45, 2.68)
C (-1.25, -3.65, 3.20)
C (-0.18, -2.86, 2.79)
C (-0.41, -1.87, 1.85)
N (0.59, -0.93, 1.37)
C (1.75, -0.62, 2.07)
O (2.20, -1.17, 3.04)
C (2.48, 0.60, 1.52)
C (3.67, 1.01, 2.08)
C (4.28, 2.15, 1.57)
C (3.70, 2.83, 0.51)
C (2.51, 2.36, 0.00)
N (1.90, 1.27, 0.49)
C (-2.76, 1.52, -0.47)
C (-3.84, 2.30, -0.83)
C (-3.60, 3.52, -1.44)
C (-2.29, 3.93, -1.68)
C (-1.26, 3.10, -1.29)
N (-1.49, 1.91, -0.70)
H (-3.75, -2.27, 1.36)
H (-3.34, -4.07, 3.01)
H (-1.08, -4.43, 3.93)
H (0.81, -3.01, 3.20)
H (4.08, 0.44, 2.90)
H (5.22, 2.50, 1.99)
H (4.15, 3.72, 0.09)
H (2.02, 2.87, -0.82)
H (-4.83, 1.94, -0.60)
H (-4.42, 4.16, -1.72)
H (-2.07, 4.87, -2.15)
H (-0.23, 3.38, -1.45)
C (1.56, -2.71, -1.55)
N (1.50, -2.05, -2.86)
C (0.91, -0.89, -3.08)
N (0.82, -0.36, -4.29)
O (0.38, -0.23, -2.10)
H (2.00, -3.69, -1.70)
H (0.57, -2.85, -1.13)
H (2.20, -2.16, -0.86)
H (1.89, -2.54, -3.65)
H (1.15, -0.83, -5.12)
H (0.30, 0.49, -4.41)


DFT (wB97M-V/def2-TZVPD) results for one molecule with the formula C4H7NO at a distorted geometry.

Results
HOMO-LUMO gap = 0.362 Eh
HOMO energy = -9.4 eV
DFT total energy = -286.42424 Ha
SMILES string = O=CC[C@@H]1CN1

Cartesian coordinates (Å):
C (-1.93, -0.23, -0.13)
C (-0.80, 0.94, -0.15)
C (0.56, 0.26, 0.42)
C (2.00, 0.11, -0.11)
H (-1.36, -1.36, -0.02)
H (-0.61, 1.19, -1.19)
H (-1.23, 1.78, 0.41)
H (0.08, -0.10, 1.50)
H (2.12, 0.58, -1.04)
H (2.90, -0.07, 0.44)
H (0.81, -1.84, 0.18)
N (0.74, -0.97, -0.28)
O (-3.28, -0.28, -0.01)


DFT (wB97M-V/def2-TZVPD) results for C17H16B11BaBr6ClN3O3 as an isolated structure.

Results
HOMO-LUMO gap (spin up / spin down) = 0.146 / 0.136 Eh
charge = +1
HOMO energy (spin up / spin down) = -11.1 / -11.1 eV
DFT total energy = -17250.72961 Ha

Cartesian coordinates (Å):
Ba (0.16, -1.32, 1.66)
Cl (-6.50, -2.96, 3.57)
C (-4.85, -3.02, 3.31)
C (-3.99, -2.93, 4.44)
C (-2.66, -2.96, 4.22)
C (-2.09, -3.16, 2.87)
O (-0.92, -3.46, 2.73)
C (-3.05, -3.16, 1.71)
C (-2.61, -3.20, 0.32)
N (-1.50, -2.69, -0.05)
C (-1.18, -2.61, -1.42)
C (-2.14, -2.55, -2.41)
C (-1.77, -2.48, -3.76)
C (-0.45, -2.48, -4.11)
C (0.56, -2.52, -3.12)
C (1.93, -2.53, -3.45)
C (2.85, -2.52, -2.44)
C (2.40, -2.47, -1.11)
N (1.14, -2.49, -0.76)
C (0.21, -2.54, -1.76)
C (-4.38, -3.15, 1.98)
H (-4.42, -2.82, 5.42)
H (-1.94, -2.90, 5.03)
H (-3.31, -3.65, -0.38)
H (-3.19, -2.51, -2.15)
H (-2.54, -2.41, -4.52)
H (-0.16, -2.44, -5.15)
H (2.24, -2.53, -4.49)
H (3.92, -2.51, -2.65)
H (3.13, -2.39, -0.31)
H (-5.12, -3.19, 1.19)
Br (-0.90, 1.29, 0.13)
B (0.65, 2.54, 0.03)
B (0.39, 4.26, 0.30)
C (1.90, 4.80, 0.85)
B (1.36, 3.31, 1.45)
B (3.08, 3.61, 1.08)
B (3.16, 4.73, -0.29)
B (1.50, 5.14, -0.77)
B (0.72, 3.66, -1.34)
Br (-0.66, 3.66, -2.71)
B (2.44, 3.95, -1.71)
Br (3.06, 4.31, -3.51)
B (3.43, 3.00, -0.55)
Br (5.16, 2.25, -1.01)
B (2.30, 2.14, 0.52)
Br (2.89, 0.41, 1.31)
B (1.90, 2.33, -1.21)
Br (1.87, 0.80, -2.41)
H (-0.62, 4.75, 0.66)
H (1.90, 5.63, 1.54)
H (1.00, 3.17, 2.57)
H (3.86, 3.67, 1.97)
H (4.00, 5.56, -0.31)
H (1.23, 6.23, -1.12)
O (-0.85, 0.11, 3.77)
N (-2.03, 0.14, 3.48)
O (-2.51, -0.86, 2.85)


DFT (wB97M-V/def2-TZVPD) results for one molecule with the formula C5H8O at a distorted geometry.

Results
HOMO-LUMO gap = 0.389 Eh
HOMO energy = -9.4 eV
DFT total energy = -270.49132 Ha
SMILES string = C1C[C@H]2C[C@H]2O1

Cartesian coordinates (Å):
C (-1.51, -0.36, 0.02)
C (-0.70, 0.95, 0.19)
C (0.66, 0.56, -0.36)
C (1.60, -0.20, 0.49)
C (0.60, -0.93, -0.35)
H (-2.32, -0.47, 0.76)
H (-1.93, -0.34, -1.08)
H (-0.79, 1.29, 1.21)
H (-1.11, 1.78, -0.42)
H (1.08, 1.14, -1.13)
H (1.42, -0.27, 1.56)
H (2.65, -0.20, 0.09)
H (0.93, -1.56, -1.21)
O (-0.58, -1.39, 0.22)


DFT (wB97M-V/def2-TZVPD) results for an isolated ion of composition C18H29O3Si and charge +1 at a distorted geometry.

Results
HOMO-LUMO gap = 0.283 Eh
charge = +1
HOMO energy = -11.4 eV
DFT total energy = -1218.19035 Ha

Cartesian coordinates (Å):
C (4.90, -1.70, 3.08)
O (4.16, -0.43, 3.05)
C (2.80, -0.41, 2.99)
C (2.15, 0.84, 2.85)
C (0.83, 0.90, 2.46)
C (0.09, -0.27, 2.30)
C (-1.28, -0.14, 1.60)
O (-2.08, -1.19, 2.10)
C (-3.29, -0.91, 2.81)
C (0.68, -1.52, 2.54)
C (2.03, -1.61, 2.93)
H (5.94, -1.38, 3.09)
H (4.67, -2.28, 3.99)
H (4.70, -2.30, 2.18)
H (2.75, 1.76, 2.95)
H (0.31, 1.87, 2.38)
H (-1.73, 0.85, 1.79)
H (-3.71, -1.89, 3.07)
H (-3.09, -0.34, 3.75)
H (-4.00, -0.34, 2.17)
H (0.06, -2.43, 2.54)
H (2.47, -2.59, 3.09)
C (0.89, 3.20, -3.34)
Si (0.97, 1.65, -2.27)
C (1.04, 0.12, -3.37)
C (2.37, 1.70, -1.02)
O (-0.39, 1.60, -1.22)
C (-1.44, 0.75, -1.24)
C (-1.64, -0.18, -0.20)
C (-2.41, -1.40, -0.55)
C (-3.46, -1.24, -1.63)
C (-2.86, -0.55, -2.85)
C (-2.34, 0.86, -2.44)
H (1.82, 3.27, -3.93)
H (0.04, 3.18, -4.05)
H (0.80, 4.11, -2.72)
H (2.02, 0.15, -3.89)
H (1.00, -0.81, -2.78)
H (0.25, 0.09, -4.14)
H (3.34, 1.65, -1.55)
H (2.33, 2.63, -0.44)
H (2.32, 0.86, -0.31)
H (-0.58, -0.49, 0.28)
H (-1.67, -2.18, -0.82)
H (-2.91, -1.78, 0.35)
H (-3.82, -2.25, -1.89)
H (-4.29, -0.62, -1.23)
H (-2.05, -1.15, -3.31)
H (-3.64, -0.44, -3.62)
H (-3.24, 1.49, -2.20)
H (-1.82, 1.30, -3.33)


DFT (wB97M-V/def2-TZVPD) results for C41H52N6PtSe as an isolated structure at a distorted geometry.

Results
HOMO-LUMO gap (spin up / spin down) = 0.162 / 0.169 Eh
HOMO energy (spin up / spin down) = -4.5 / -6.3 eV
2S+1 = 3
⟨S²⟩ = 2.062
DFT total energy = -4442.89042 Ha

Cartesian coordinates (Å):
Pt (-0.30, -0.41, -0.28)
C (4.64, -3.31, -2.50)
C (3.73, -4.13, -1.57)
C (2.91, -3.23, -0.71)
C (3.08, -2.92, 0.61)
C (4.15, -3.40, 1.54)
C (5.33, -2.43, 1.59)
C (2.04, -1.98, 0.95)
N (1.27, -1.72, -0.15)
C (1.76, -2.48, -1.17)
C (1.22, -2.57, -2.43)
C (0.05, -1.93, -2.88)
C (-0.57, -2.18, -4.14)
C (-0.12, -3.20, -5.14)
C (-0.61, -4.59, -4.73)
C (-1.70, -1.39, -4.18)
C (-1.73, -0.66, -2.96)
C (-2.71, 0.28, -2.63)
C (-2.81, 0.96, -1.43)
N (-1.98, 0.78, -0.36)
C (-2.43, 1.58, 0.64)
C (-1.91, 1.64, 1.92)
C (-0.83, 0.89, 2.41)
N (-0.08, 0.02, 1.68)
C (0.86, -0.50, 2.53)
C (1.86, -1.42, 2.19)
C (0.68, 0.03, 3.83)
C (-0.38, 0.91, 3.75)
C (-1.03, 1.66, 4.87)
C (-2.26, 0.88, 5.35)
C (1.48, -0.37, 5.03)
C (2.76, 0.46, 5.19)
C (-3.58, 2.33, 0.18)
C (-3.83, 1.93, -1.09)
C (-4.90, 2.40, -2.02)
C (-4.33, 3.40, -3.03)
C (-4.37, 3.29, 1.02)
C (-5.47, 2.53, 1.78)
N (-0.67, -1.01, -2.17)
C (-2.72, -1.32, -5.27)
C (-2.44, -0.18, -6.25)
H (5.16, -3.95, -3.21)
H (5.38, -2.77, -1.91)
H (4.05, -2.57, -3.05)
H (4.35, -4.78, -0.95)
H (3.07, -4.76, -2.17)
H (4.51, -4.38, 1.20)
H (3.75, -3.53, 2.55)
H (5.62, -2.16, 0.58)
H (6.18, -2.87, 2.09)
H (5.05, -1.52, 2.11)
H (1.72, -3.21, -3.13)
H (0.97, -3.19, -5.22)
H (-0.53, -2.94, -6.12)
H (-0.24, -4.86, -3.75)
H (-0.27, -5.33, -5.45)
H (-1.70, -4.62, -4.70)
H (-3.45, 0.49, -3.38)
H (-2.40, 2.30, 2.62)
H (2.53, -1.71, 2.98)
H (-1.32, 2.66, 4.55)
H (-0.32, 1.76, 5.70)
H (-2.94, 0.72, 4.52)
H (-2.78, 1.42, 6.14)
H (-1.96, -0.10, 5.73)
H (1.75, -1.43, 4.94)
H (0.87, -0.25, 5.92)
H (3.44, 0.28, 4.35)
H (3.27, 0.19, 6.12)
H (2.52, 1.52, 5.22)
H (-5.70, 2.88, -1.45)
H (-5.34, 1.55, -2.56)
H (-4.03, 4.32, -2.52)
H (-5.07, 3.66, -3.79)
H (-3.45, 2.99, -3.52)
H (-4.82, 4.05, 0.38)
H (-3.71, 3.80, 1.73)
H (-6.08, 1.96, 1.08)
H (-6.11, 3.22, 2.33)
H (-5.02, 1.83, 2.49)
H (-3.71, -1.19, -4.83)
H (-2.72, -2.27, -5.82)
H (-2.43, 0.77, -5.73)
H (-3.20, -0.15, -7.03)
H (-1.47, -0.32, -6.72)
C (0.00, 4.10, 0.95)
N (1.15, 3.37, 1.41)
C (1.77, 3.57, 2.61)
C (2.86, 2.76, 2.63)
N (2.89, 2.07, 1.46)
C (3.91, 1.16, 1.03)
C (1.82, 2.44, 0.71)
Se (1.44, 1.84, -0.99)
H (0.00, 5.09, 1.39)
H (-0.92, 3.57, 1.21)
H (0.05, 4.17, -0.14)
H (1.41, 4.26, 3.34)
H (3.62, 2.64, 3.38)
H (4.75, 1.22, 1.72)
H (4.24, 1.44, 0.03)
H (3.52, 0.14, 1.00)


DFT (wB97M-V/def2-TZVPD) results for a 13-piece molecular cluster, H26O13 overall at a distorted geometry.

Results
HOMO-LUMO gap = 0.370 Eh
HOMO energy = -10.1 eV
DFT total energy = -993.69416 Ha

Cartesian coordinates (Å):
O (-1.60, -0.35, -2.32)
H (-2.13, -1.13, -2.40)
H (-1.36, -0.41, -1.38)
O (1.74, 0.85, -2.86)
H (2.52, 0.96, -3.41)
H (1.09, 1.49, -3.13)
O (0.37, -2.74, -0.95)
H (-0.41, -2.86, -1.46)
H (1.00, -2.25, -1.44)
O (-0.71, 3.46, -0.50)
H (-1.09, 4.31, -0.32)
H (-0.29, 3.33, 0.33)
O (-2.87, 2.05, -0.07)
H (-1.98, 2.37, -0.21)
H (-2.81, 1.23, 0.44)
O (-3.10, -0.57, 0.60)
H (-4.02, -0.47, 0.92)
H (-2.51, -0.42, 1.29)
O (-0.19, 1.85, 2.32)
H (-0.93, 1.28, 2.63)
H (-0.04, 1.49, 1.45)
O (2.63, -1.59, -2.14)
H (2.15, -0.80, -2.31)
H (2.75, -1.92, -3.03)
O (-0.16, -0.13, 0.15)
H (0.31, -0.94, -0.08)
H (0.36, 0.55, -0.23)
O (2.88, -0.65, 1.93)
H (3.38, -0.54, 2.71)
H (2.01, -0.90, 2.18)
O (-1.30, -2.52, 1.35)
H (-0.67, -2.82, 0.69)
H (-1.98, -2.00, 0.90)
O (0.48, -1.29, 3.09)
H (-0.02, -1.55, 2.35)
H (0.27, -1.81, 3.80)
O (1.85, 1.78, 0.03)
H (1.83, 2.47, -0.61)
H (2.55, 1.20, -0.32)